The following is a DFT calculation (ωB97M-V/def2-TZVPD) of C27H52AuN3SSi as an isolated structure.

Energy above the lowest of the compared OMol25 structures with the same formula, charge and spin = 1.247 eV
Net charge = -2
E_LUMO = 4.80 eV
Frontier orbital gap = 4.61 eV

Structure (XYZ):
```
85
Properties=species:S:1:pos:R:3:mulliken_charge:R:1
Au 0.721 -0.227 -0.265 0.68
C -2.762 -2.012 -1.084 -2.22
C -2.179 -2.299 0.306 2.86
C -2.906 -3.522 0.877 -1.84
C -2.545 -1.077 1.160 -1.97
Si -0.217 -2.416 0.175 -1.01
C 0.428 -3.245 1.849 2.81
C 0.281 -4.766 1.968 -1.98
C -0.300 -2.628 3.050 -1.96
C 1.910 -2.882 2.034 -1.72
C 0.198 -3.664 -1.311 2.65
C -0.596 -4.975 -1.373 -1.90
C 1.692 -4.016 -1.268 -1.98
C 0.001 -2.936 -2.651 -1.72
H -3.825 -1.748 -0.983 0.60
H -2.702 -2.871 -1.754 0.33
H -2.256 -1.165 -1.556 0.26
H -3.994 -3.354 0.852 0.53
H -2.638 -3.710 1.919 0.27
H -2.701 -4.435 0.314 0.22
H -3.640 -0.956 1.171 0.61
H -2.100 -0.165 0.755 0.09
H -2.217 -1.162 2.196 0.28
H -0.756 -5.091 1.855 0.26
H 0.622 -5.095 2.963 0.52
H 0.880 -5.303 1.231 0.29
H -1.346 -2.937 3.110 0.29
H -0.277 -1.537 3.025 0.12
H 0.192 -2.954 3.979 0.61
H 2.550 -3.276 1.246 0.26
H 2.270 -3.283 2.995 0.52
H 2.042 -1.798 2.039 0.21
H -0.525 -5.557 -0.452 0.24
H -0.214 -5.604 -2.192 0.54
H -1.655 -4.799 -1.572 0.26
H 1.947 -4.673 -0.436 0.26
H 2.303 -3.113 -1.197 0.10
H 1.970 -4.540 -2.195 0.58
H -1.035 -2.652 -2.835 0.30
H 0.312 -3.601 -3.473 0.55
H 0.611 -2.032 -2.695 0.11
C 2.344 3.662 2.530 -0.69
C 2.059 4.787 1.541 -0.85
C 1.807 4.297 0.116 0.73
C 2.979 3.506 -0.486 -1.23
N 2.934 2.056 -0.403 0.03
C 2.247 1.269 -1.337 -0.24
S 2.800 -0.316 -1.675 -0.39
N 1.438 2.033 -2.184 0.05
C 0.866 1.359 -3.338 -0.06
C 0.158 2.322 -4.293 -1.04
C -1.293 2.673 -3.956 -0.52
C -1.480 3.535 -2.712 -0.43
H 2.480 4.052 3.542 0.39
H 3.257 3.119 2.265 0.30
H 1.517 2.950 2.556 -0.05
H 2.898 5.497 1.536 0.43
H 1.178 5.337 1.884 0.36
H 1.600 5.162 -0.526 0.22
H 0.918 3.662 0.101 -0.33
H 3.911 3.822 0.003 0.51
H 3.080 3.751 -1.542 0.33
H 2.982 1.653 0.516 0.33
H 0.675 2.347 -1.530 -0.16
H 0.171 0.560 -3.036 -0.08
H 1.683 0.863 -3.864 0.60
H 0.168 1.863 -5.288 0.36
H 0.754 3.240 -4.364 0.32
H -1.855 1.740 -3.831 0.21
H -1.731 3.179 -4.826 0.36
H -1.220 2.985 -1.802 -0.33
H -2.521 3.855 -2.615 0.42
H -0.855 4.433 -2.763 0.29
N -0.237 1.674 -0.075 -0.90
C -0.680 2.131 1.072 0.44
C -0.570 1.474 2.362 -0.14
C -0.992 2.047 3.541 -0.37
C -1.562 3.325 3.593 -0.84
C -1.707 3.995 2.370 -0.41
C -1.310 3.441 1.174 -0.27
H -0.102 0.496 2.366 -0.17
H -0.859 1.482 4.462 0.32
H -1.879 3.772 4.528 0.30
H -2.151 4.990 2.357 0.30
H -1.445 3.998 0.251 0.01
```

***

The following is a DFT calculation (ωB97M-V/def2-TZVPD) of C27H52Br3F3Mg2N9O13S4 as an isolated structure at a distorted geometry.

Net charge = -1
E_LUMO = -4.32 eV
Frontier orbital gap = 1.18 eV

Structure (XYZ):
```
113
Properties=species:S:1:pos:R:3:mulliken_charge:R:1
C 5.336 -0.274 -1.932 -1.40
C 4.330 0.796 -1.498 -0.33
N 2.944 0.338 -1.687 0.68
C 2.094 0.571 -0.536 0.81
C 1.981 2.002 -0.030 -1.38
C 2.378 0.766 -2.901 0.01
S 2.022 2.281 -3.316 -0.03
S 2.048 -0.514 -4.149 -0.40
C 0.286 -0.151 -4.492 1.21
C -0.593 -1.396 -4.652 -1.17
C -1.863 -1.320 -3.819 -1.03
C -1.512 -1.144 -2.405 2.29
N -2.345 -0.332 -1.508 0.13
C -2.915 0.971 -1.859 -2.40
C -1.961 2.071 -2.286 -0.49
O -0.805 2.126 -1.487 -0.55
C -1.771 -0.508 -0.335 -0.20
N -1.702 0.343 0.621 0.40
N -1.091 -0.006 1.850 -0.69
N -1.226 -1.747 -0.278 0.68
C -1.498 -2.400 -1.517 -0.31
N -2.893 -3.037 -1.711 -0.57
C -3.534 -3.109 -0.659 0.00
S -3.749 -3.087 0.908 -0.10
C -0.629 -3.552 -1.943 -0.70
Br 1.293 -3.315 -1.709 0.11
C -1.103 -4.836 -1.228 0.36
C -0.062 -5.620 -0.494 -0.47
Br -1.881 -6.038 -2.581 -0.16
H 5.767 -0.763 -1.084 0.36
H 4.810 -1.024 -2.490 0.30
H 6.086 0.137 -2.577 0.36
H 4.503 1.681 -2.076 0.05
H 4.487 1.015 -0.461 0.62
H 2.434 -0.048 0.271 0.57
H 1.099 0.227 -0.743 -1.11
H 2.841 2.608 -0.233 0.35
H 1.845 2.011 1.037 0.45
H 1.139 2.510 -0.448 0.41
H 0.219 0.458 -5.365 0.69
H -0.005 0.454 -3.665 -1.41
H -0.018 -2.282 -4.447 0.47
H -0.867 -1.446 -5.683 0.64
H -2.437 -2.211 -3.983 0.21
H -2.462 -0.530 -4.221 0.55
H -0.501 -0.778 -2.324 -1.01
H -3.524 1.319 -1.047 0.87
H -3.578 0.805 -2.676 0.86
H -2.500 2.983 -2.141 0.80
H -1.759 2.031 -3.337 0.03
H -0.032 1.876 -1.994 -0.35
H -2.105 1.256 0.499 0.32
H -0.741 0.840 2.268 0.30
H -0.259 -0.540 1.627 0.15
H -1.326 -2.247 0.594 0.34
H -0.752 -3.669 -2.992 0.67
H -1.909 -4.656 -0.550 0.17
H 0.353 -4.984 0.287 -1.16
H 0.691 -6.049 -1.123 0.51
H -0.555 -6.434 0.005 0.70
N -0.068 4.435 -4.974 0.98
O -0.156 3.280 -5.447 -0.54
O -0.947 5.269 -5.199 -0.64
O 0.914 4.735 -4.258 -0.62
Mg 1.483 -4.410 1.917 0.47
C -0.093 -2.359 5.072 -1.49
C -1.425 -2.425 4.332 1.21
C -2.583 -1.755 5.080 -0.79
O -3.092 -2.515 6.143 -0.41
C -2.357 -2.418 7.368 -0.59
N -1.724 -3.826 4.016 -0.47
H -0.050 -3.062 5.901 0.33
H 0.726 -2.609 4.395 0.16
H 0.091 -1.358 5.463 0.38
H -1.300 -1.884 3.387 -0.24
H -3.418 -1.636 4.379 0.26
H -2.306 -0.747 5.418 0.46
H -1.944 -1.417 7.511 0.27
H -1.559 -3.158 7.413 0.25
H -3.039 -2.628 8.183 0.25
H -2.561 -3.860 3.440 0.16
H -2.007 -4.277 4.882 0.36
O 5.384 3.847 -3.395 -0.62
H 4.528 3.432 -3.550 0.29
H 5.762 3.941 -4.274 0.28
C -7.433 2.411 -2.264 0.60
F -7.300 1.245 -1.603 -0.24
F -8.118 2.163 -3.383 -0.25
F -8.171 3.222 -1.504 -0.24
S -5.794 3.154 -2.635 1.17
O -5.141 2.142 -3.449 -0.67
O -5.189 3.331 -1.326 -0.71
O -6.121 4.368 -3.328 -0.64
Br 3.100 -5.257 -2.472 -0.51
O -1.317 -3.483 9.916 -0.71
H -2.098 -4.046 10.035 0.24
Mg -4.345 -4.785 -1.910 0.56
C 2.634 6.286 1.466 -1.09
C 3.911 6.632 2.225 -0.42
C 4.886 5.452 2.318 -0.34
C 4.281 4.326 3.023 0.25
N 3.799 3.447 3.560 -0.48
H 2.074 5.499 1.972 0.30
H 1.984 7.156 1.395 0.36
H 2.856 5.950 0.453 0.28
H 3.657 6.973 3.229 0.29
H 4.416 7.459 1.725 0.31
H 5.791 5.740 2.851 0.29
H 5.174 5.118 1.321 0.27
C 5.395 -2.876 3.026 0.85
O 4.795 -2.823 4.094 -0.45
O 4.848 -3.019 1.890 -0.37
O 6.642 -2.808 2.882 -0.37
```

***

The following is a DFT calculation (ωB97M-V/def2-TZVPD) of C27H52BrFeS5Si as an isolated structure at a distorted geometry.

Energy above the lowest of the compared OMol25 structures with the same formula, charge and spin = 2.407 eV
Spin multiplicity = 6
E_LUMO (spin up / spin down) = 0.38 / 0.21 eV
Frontier orbital gap (spin up / spin down) = 6.08 / 7.47 eV

Structure (XYZ):
```
87
Properties=species:S:1:pos:R:3:lowdin_spin:R:1
Fe -1.570 -0.065 -1.115 3.63
C -0.507 1.366 -4.232 0.00
C -0.669 -0.045 -4.742 0.03
S -1.806 -1.057 -3.556 0.09
C -3.398 -0.474 -4.281 0.02
C -4.301 0.245 -3.304 0.02
S -3.519 1.770 -2.665 0.04
C -4.596 2.090 -1.235 0.00
C -4.214 1.269 -0.018 0.01
S -2.923 2.049 1.027 0.02
C -0.134 2.151 0.492 0.01
C -0.186 3.041 -1.935 0.00
S 0.217 1.355 -2.538 0.05
H -1.472 1.870 -4.166 0.00
H 0.164 1.947 -4.867 0.00
H 0.270 -0.594 -4.730 0.00
H -1.086 -0.064 -5.747 0.00
H -3.901 -1.378 -4.632 0.00
H -3.168 0.167 -5.130 0.00
H -4.515 -0.405 -2.452 0.01
H -5.230 0.531 -3.801 0.00
H -5.611 1.860 -1.565 0.00
H -4.511 3.160 -1.041 0.00
H -3.841 0.274 -0.311 0.01
H -5.070 1.155 0.645 0.00
H 0.684 1.529 0.144 0.00
H -0.029 2.434 1.528 0.00
H 0.743 3.595 -2.050 0.00
H -0.936 3.437 -2.619 0.00
S -3.346 -3.166 -1.353 0.37
C -2.942 -1.644 -1.563 0.51
C 0.133 5.515 -0.545 0.00
C -0.995 4.583 -0.066 0.00
C -1.044 4.739 1.460 0.00
C -2.326 5.067 -0.653 0.00
C -0.711 3.124 -0.503 0.01
C -1.507 1.917 -0.071 0.05
H 0.025 6.486 -0.065 0.00
H 0.101 5.676 -1.618 0.00
H 1.105 5.112 -0.269 0.00
H -1.356 5.752 1.711 0.00
H -0.057 4.585 1.892 0.00
H -1.745 4.049 1.920 0.00
H -2.419 6.146 -0.539 0.00
H -3.156 4.597 -0.132 0.00
H -2.398 4.834 -1.712 0.00
C 1.971 -2.566 4.303 0.00
C 0.925 -2.357 3.203 0.00
C 0.135 -1.081 3.515 0.00
C -0.077 -3.514 3.271 0.00
Si 1.773 -2.274 1.442 0.02
Br 0.013 -1.463 0.043 0.06
C 3.193 -0.933 1.269 0.00
C 4.537 -1.496 1.742 0.00
C 2.894 0.312 2.109 0.00
C 3.346 -0.459 -0.180 0.00
C 2.195 -4.010 0.641 0.00
C 0.933 -4.803 0.287 0.00
C 3.042 -4.857 1.597 0.00
C 2.971 -3.841 -0.669 0.00
H 1.479 -2.660 5.270 0.00
H 2.658 -1.728 4.361 0.00
H 2.551 -3.469 4.132 0.00
H -0.365 -1.194 4.476 0.00
H -0.629 -0.901 2.765 0.00
H 0.772 -0.207 3.575 0.00
H -0.609 -3.479 4.221 0.00
H 0.418 -4.479 3.210 0.00
H -0.812 -3.438 2.475 0.00
H 4.477 -1.859 2.764 0.00
H 5.296 -0.714 1.707 0.00
H 4.875 -2.310 1.110 0.00
H 2.913 0.093 3.172 0.00
H 1.929 0.736 1.852 0.00
H 3.653 1.071 1.917 0.00
H 3.621 -1.265 -0.849 0.00
H 4.128 0.298 -0.230 0.00
H 2.429 -0.011 -0.550 0.00
H 0.335 -5.042 1.158 0.00
H 1.224 -5.741 -0.183 0.00
H 0.312 -4.257 -0.416 0.00
H 2.483 -5.122 2.489 0.00
H 3.945 -4.337 1.901 0.00
H 3.337 -5.782 1.104 0.00
H 2.415 -3.223 -1.368 0.00
H 3.117 -4.817 -1.128 0.00
H 3.953 -3.406 -0.507 0.00
```

***

Number 1: DFT total energy -55718.503 eV. Number 2: DFT total energy -341362.175 eV. Number 3: DFT total energy -195324.283 eV.